# 1
Entry from the Open Molecules 2025 dataset: a molecular structure, C16H21F3NO3PRhS2 (wB97M-V/def2-TZVPD).

## Properties
HOMO-LUMO gap (alpha / beta)   5.394 / 6.735 eV
LUMO energy (alpha / beta)   0.21 / -2.03 eV
Net charge   0
ΔE to the lowest compared entry with this formula, charge and spin   1.7 kcal per mole
<S²>   8.781
2S+1   6

Atoms and positions in Å:
Rh  -1.3348  0.7518  0.7880
C  2.2922  2.8901  5.5038
C  2.0815  2.0733  4.2525
O  0.6681  2.0568  3.9430
P  0.1389  2.5080  2.5176
S  -1.8492  2.2467  2.5913
S  1.0795  1.5887  1.0185
O  0.5472  4.0463  2.5261
C  0.5309  4.8850  1.3483
C  -0.8646  5.2713  0.9182
H  3.3611  2.9674  5.7209
H  1.7942  2.4294  6.3591
H  1.8896  3.8948  5.3664
H  2.3817  1.0361  4.3890
H  2.6427  2.4803  3.4125
H  1.0660  4.3647  0.5539
H  1.1065  5.7591  1.6381
H  -1.4131  4.4233  0.5095
H  -0.7923  6.0392  0.1449
H  -1.4299  5.6757  1.7601
C  -0.8454  -3.6944  2.8008
N  0.1140  -3.1617  1.8322
C  1.2908  -3.9294  1.4090
C  -0.0887  -1.9511  1.3463
O  -1.0538  -1.2497  1.6623
H  -0.5243  -4.6887  3.0987
H  -1.8392  -3.7507  2.3613
H  -0.9014  -3.0514  3.6769
H  1.2930  -4.8793  1.9338
H  2.2138  -3.4051  1.6510
H  1.2665  -4.1337  0.3393
H  0.6644  -1.5980  0.6313
F  0.1288  -4.1550  -6.7903
C  -0.6666  -3.0822  -6.9464
F  -1.8531  -3.5356  -7.4162
F  -0.1390  -2.3438  -7.9499
C  -0.8238  -2.3002  -5.6968
C  -1.6562  -1.1192  -5.7325
C  -1.8347  -0.3755  -4.6314
C  -1.1855  -0.7480  -3.3577
C  -0.3388  -1.9688  -3.3595
C  -0.1786  -2.6973  -4.4810
C  -1.3628  -0.0432  -2.2291
C  -1.5564  0.6542  -1.1911
H  -2.1370  -0.8430  -6.6633
H  -2.4586  0.5092  -4.6498
H  0.1417  -2.2593  -2.4333
H  0.4352  -3.5870  -4.4768

Cartesian forces (eV/Å) of the 3 atoms listed first:
-0.2 -0.1 -0.1
0.0 0.0 0.1
-0.1 0.1 0.0

# 2
Entry from the Open Molecules 2025 dataset: a molecular structure, C16H21MnN4O2SSe2 (wB97M-V/def2-TZVPD).

## Properties
HOMO-LUMO gap (alpha / beta)   7.583 / 7.359 eV
LUMO energy (alpha / beta)   -3.41 / -3.40 eV
Net charge   +1
<S²>   0.791
2S+1   2

Atoms and positions in Å:
Mn  -1.3948  -0.0187  -0.0178
Se  -0.5790  2.4575  2.1568
Se  0.6458  0.6300  1.4172
C  -0.1582  -0.9598  2.1944
C  0.1407  -1.4979  3.4277
C  -0.4670  -2.7051  3.7569
C  -1.3275  -3.3067  2.8496
C  -1.5761  -2.6790  1.6381
N  -0.9874  -1.5268  1.3272
C  -1.4624  2.9099  0.4953
C  -1.9203  4.2111  0.3662
C  -2.5321  4.5786  -0.8200
C  -2.6422  3.6487  -1.8452
C  -2.1613  2.3730  -1.6311
N  -1.5907  2.0048  -0.4746
H  0.8192  -0.9955  4.1017
H  -0.2694  -3.1679  4.7139
H  -1.8113  -4.2450  3.0787
H  -2.2566  -3.0844  0.9000
H  -1.7900  4.9201  1.1724
H  -2.9072  5.5845  -0.9475
H  -3.0991  3.9021  -2.7901
H  -2.2293  1.6005  -2.3867
C  1.4028  -3.0634  -0.8085
N  2.0370  -1.7507  -0.7831
C  3.0951  -1.6159  0.2144
C  1.4932  -0.6974  -1.4166
S  -0.1549  -0.7390  -1.9256
N  2.2721  0.3683  -1.6596
C  1.7007  1.6389  -2.0832
C  3.7043  0.2512  -1.9322
H  2.1789  -3.8128  -0.6579
H  0.9202  -3.2327  -1.7658
H  0.6588  -3.1597  -0.0172
H  2.7793  -2.1429  1.1173
H  3.2519  -0.5703  0.4661
H  4.0371  -2.0514  -0.1207
H  0.7199  1.7758  -1.6330
H  1.6013  1.6815  -3.1698
H  2.3690  2.4358  -1.7558
H  3.9911  -0.7901  -2.0347
H  4.3086  0.7233  -1.1565
H  3.9093  0.7518  -2.8789
O  -3.1873  -0.5863  -0.7237
C  -3.7258  -0.1611  0.3352
O  -2.9961  0.3445  1.2304
H  -4.8107  -0.2309  0.4764

Cartesian forces (eV/Å) of the 3 atoms listed first:
0.5 0.0 -0.2
-0.2 0.1 0.1
0.1 0.0 0.2

# 3
Entry from the Open Molecules 2025 dataset: a molecular structure, C16H21N3O3S at a distorted geometry (wB97M-V/def2-TZVPD).

## Properties
HOMO-LUMO gap   9.103 eV
LUMO energy   0.38 eV
Net charge   0
ΔE to the lowest compared entry with this formula, charge and spin   160.3 kcal per mole

Atoms and positions in Å:
C  -0.3247  -0.1603  0.0106
C  1.2255  -0.4520  0.4419
C  -1.2916  -0.2772  1.0441
C  -2.6840  0.3371  0.9137
C  -2.8894  1.6472  0.7369
C  -3.8605  -0.3866  0.4132
C  -4.8019  0.7068  0.0143
C  -4.3457  -1.6734  -0.0052
C  -6.0678  0.5495  -0.4221
C  -5.6355  -1.8297  -0.5751
C  -6.4428  -0.7242  -0.8454
C  3.3882  -1.2868  -0.7532
C  4.2122  -1.8455  0.3961
C  4.0750  -0.0130  -1.3417
C  4.3277  1.2485  -0.5829
C  2.4698  3.1014  0.6682
H  -1.4718  -0.8751  -1.3708
H  -0.3852  -2.3412  -0.8906
H  -0.3351  0.8292  -0.3121
H  -0.9679  0.3241  1.8987
H  -1.5040  -1.3630  1.5113
H  -2.0747  2.5703  0.6771
H  -4.7620  2.7425  0.7073
H  -3.7342  -2.6254  0.1216
H  -6.7123  1.4625  -0.6603
H  -5.8986  -2.8431  -0.7855
H  -7.4803  -1.1287  -1.1813
H  1.5639  -1.6361  -1.2539
H  3.3489  -2.0276  -1.5224
H  4.9473  -0.6040  -1.4713
H  3.5583  0.1813  -2.3122
H  5.3434  1.6429  -0.8881
H  4.5099  1.0333  0.6021
H  3.1943  4.0053  0.8779
H  2.3853  2.4588  1.4907
H  1.3003  3.5304  0.6340
H  2.7588  -0.9494  1.5640
N  -0.4323  -1.2058  -1.1070
N  -4.2282  1.9505  0.2056
N  1.9736  -1.1399  -0.4509
O  1.7910  -0.1203  1.5479
O  5.4190  -2.1995  0.1782
O  3.4987  -1.7428  1.5109
S  2.9642  2.3269  -0.9091

Cartesian forces (eV/Å) of the 3 atoms listed first:
4.8 -4.9 -1.1
1.1 0.1 0.9
-3.3 -1.8 5.6

# 4
Entry from the Open Molecules 2025 dataset: a single C16H21N3O5S molecule at a distorted geometry (wB97M-V/def2-TZVPD).

## Properties
HOMO-LUMO gap   9.070 eV
LUMO energy   0.36 eV
Net charge   0
ΔE to the lowest compared entry with this formula, charge and spin   86.3 kcal per mole
SMILES   CCN(CC)S(=O)(=O)c1ccc(OC)c(NC(=O)c2cc(C)on2)c1

Atoms and positions in Å:
C  -1.9644  -3.4968  0.0237
C  -3.1957  -2.7731  0.5608
N  -3.3766  -1.4577  -0.0074
C  -3.7375  -1.3147  -1.3977
C  -2.5700  -0.8158  -2.2476
S  -3.6715  -0.1583  0.9669
O  -3.6599  -0.5919  2.3341
O  -4.8176  0.5704  0.4936
C  -2.2316  0.8799  0.7068
C  -2.3764  2.2292  0.4758
C  -1.2490  3.0213  0.3012
C  0.0137  2.4517  0.3447
O  1.1889  3.1348  0.1811
C  1.1325  4.5317  0.0017
C  0.1488  1.0632  0.5676
N  1.4440  0.5449  0.5828
C  1.8192  -0.7654  0.5093
O  1.0568  -1.7002  0.4281
C  3.2988  -0.9140  0.5126
C  4.2704  -0.0433  -0.0542
C  5.4588  -0.6670  0.2055
C  6.8640  -0.3158  -0.1076
O  5.2116  -1.8021  0.8781
N  3.8873  -1.9499  1.0558
C  -0.9835  0.2906  0.7641
H  -1.0598  -2.9166  0.1817
H  -2.0686  -3.6970  -1.0401
H  -1.8566  -4.4466  0.5412
H  -4.0905  -3.3848  0.3747
H  -3.1076  -2.6186  1.6366
H  -4.5630  -0.5991  -1.4521
H  -4.0897  -2.2800  -1.7717
H  -2.8593  -0.7957  -3.2956
H  -1.7076  -1.4661  -2.1308
H  -2.2862  0.1886  -1.9437
H  -3.3675  2.6499  0.4318
H  -1.3708  4.0782  0.1276
H  0.6586  5.0249  0.8549
H  0.6004  4.7952  -0.9168
H  2.1680  4.8596  -0.0752
H  2.1638  1.2549  0.5864
H  4.1149  0.8692  -0.5906
H  7.3090  -1.0854  -0.7362
H  6.9028  0.6382  -0.6244
H  7.4471  -0.2564  0.8098
H  -0.8985  -0.7644  0.9527

Cartesian forces (eV/Å) of the 3 atoms listed first:
-0.2 0.2 0.1
0.2 -0.5 0.4
-0.3 0.8 0.8